(1)
The following is a DFT calculation (ωB97M-V/def2-TZVPD) of a molecular structure, C6H15NO in a non-equilibrium geometry.

```
23
Properties=species:S:1:pos:R:3:lowdin_charge:R:1
C 1.36 0.03 0.28 -0.268
C 1.88 1.15 -0.56 -0.095
C 1.63 -1.36 -0.23 -0.091
C -1.24 1.76 0.77 -0.058
C -0.93 0.57 -0.05 -0.303
C -1.29 0.28 -1.30 -0.003
H 1.53 0.15 1.35 0.125
H 1.25 -1.48 -1.24 0.081
H 1.52 1.07 -1.59 0.081
H 2.98 1.10 -0.59 0.087
H 1.60 2.13 -0.17 0.071
H 1.15 -2.11 0.41 0.072
H 2.71 -1.54 -0.26 0.086
H -0.33 2.29 1.09 0.073
H -1.85 2.46 0.20 0.087
H -1.79 1.46 1.66 0.082
H -1.02 -0.65 -1.77 0.053
H -1.94 0.95 -1.84 0.063
N -1.85 -2.03 0.55 -0.074
O -1.27 -1.01 1.28 -0.290
H -0.01 -0.15 0.48 0.085
H -2.79 -2.20 0.90 0.071
H -1.30 -2.88 0.63 0.065
```

Results
- HOMO level (alpha / beta) (Eh) = -0.2474 / -0.2751
- frontier orbital gap (alpha / beta) (eV) = 6.88 / 7.84
- calculated total energy (Eh) = -367.3614
- LUMO level (alpha / beta) (eV) = 0.1 / 0.4
- energy above the lowest of the compared OMol25 structures with the same formula, charge and spin (kJ/mol) = 708.5

(2)
The following is a DFT calculation (ωB97M-V/def2-TZVPD) of 2 unconnected molecules or ions with the total composition C6H15NO in a non-equilibrium geometry.

```
23
Properties=species:S:1:pos:R:3:lowdin_charge:R:1
C -0.89 0.40 -2.57 0.031
C -0.66 0.48 -1.26 -0.361
C 0.34 1.54 -0.76 -0.064
C -1.04 -0.58 -0.25 -0.179
C -0.11 -1.80 -0.35 -0.447
C -0.65 -2.97 0.46 -0.091
N 1.22 -1.43 0.15 0.023
H -1.67 -0.36 -2.77 0.070
H -0.62 1.08 -3.34 0.052
H 0.60 1.20 0.22 0.035
H -0.02 2.55 -0.79 0.073
H 1.21 1.52 -1.39 0.068
H -2.11 -0.75 -0.35 0.112
H -1.15 0.01 0.70 0.128
H 0.01 -2.12 -1.43 0.161
H -0.86 -2.70 1.53 0.089
H -1.42 -3.54 -0.11 0.091
H 0.24 -3.56 0.73 0.070
H 1.83 -0.92 -0.46 0.062
H 1.28 -0.96 1.04 0.079
O 1.12 3.66 3.43 -0.061
H 1.25 2.93 2.81 0.028
H 1.96 3.94 3.78 0.030
```

Results
- HOMO level (Eh) = -0.3280
- frontier orbital gap (eV) = 9.54
- calculated total energy (Eh) = -367.5396
- LUMO level (eV) = 0.6
- SMILES = C=C(C)C[C@H](C)N.O
- energy above the lowest of the compared OMol25 structures with the same formula, charge and spin (kJ/mol) = 240.7

(3)
The following is a DFT calculation (ωB97M-V/def2-TZVPD) of 3 unconnected molecules or ions with the total composition C6H15NO.

```
23
Properties=species:S:1:pos:R:3:lowdin_charge:R:1
C 2.08 0.35 -1.86 -0.041
C 1.81 -0.84 -1.33 -0.310
N 1.63 -1.09 0.01 0.052
H 2.13 0.50 -2.92 0.034
H 2.28 1.21 -1.24 0.040
H 1.63 -1.70 -1.97 0.101
H 1.91 -0.35 0.63 0.059
H 1.87 -2.01 0.33 0.091
C -0.44 2.12 0.36 -0.046
C 0.09 1.70 1.69 -0.320
O 1.16 1.18 1.88 0.022
H -0.36 3.21 0.30 0.088
H 0.14 1.68 -0.45 0.057
H -1.49 1.86 0.27 0.074
H -0.58 1.93 2.54 0.121
C -1.65 -1.15 0.98 -0.173
C -1.82 -1.28 -0.53 -0.165
H -2.31 -0.39 1.38 0.059
H -1.89 -2.09 1.46 0.064
H -0.62 -0.89 1.21 0.026
H -1.55 -0.35 -1.03 0.049
H -2.85 -1.52 -0.78 0.061
H -1.18 -2.06 -0.92 0.056
```

Results
- HOMO level (Eh) = -0.2973
- frontier orbital gap (eV) = 9.13
- calculated total energy (Eh) = -367.5630
- LUMO level (eV) = 1.0
- SMILES = C=CN.CC=O.CC
- energy above the lowest of the compared OMol25 structures with the same formula, charge and spin (kJ/mol) = 179.2

(4)
The following is a DFT calculation (ωB97M-V/def2-TZVPD) of 2 unconnected molecules or ions with the total composition C6H15NO in a non-equilibrium geometry.

```
23
Properties=species:S:1:pos:R:3:lowdin_spin:R:1
C 0.37 -0.04 1.11 0.084
C 1.39 -0.51 2.15 0.006
C -1.00 0.17 1.77 0.098
O -1.57 -0.85 2.20 0.772
N -1.57 1.34 1.73 0.021
H 0.65 0.87 0.57 0.013
H 0.25 -0.85 0.39 -0.001
H 1.41 0.10 3.06 0.001
H -2.50 1.54 2.07 0.001
H -1.11 2.09 1.24 0.001
H 2.37 -0.46 1.70 0.004
H 1.22 -1.55 2.39 0.001
C 0.39 0.21 -2.34 0.000
C 0.01 0.42 -3.79 0.000
C 1.56 -0.78 -2.14 0.000
H 0.68 1.14 -1.86 0.000
H -0.40 -0.25 -1.75 0.000
H 0.44 -0.38 -4.40 0.000
H 1.27 -1.83 -2.11 0.000
H 2.30 -0.67 -2.94 0.000
H 2.12 -0.60 -1.23 0.000
H -1.06 0.37 -3.98 0.000
H 0.37 1.35 -4.23 0.000
```

Results
- HOMO level (alpha / beta) (Eh) = -0.5322 / -0.5322
- frontier orbital gap (alpha / beta) (eV) = 10.43 / 5.51
- calculated total energy (Eh) = -367.2683
- charge = +1
- LUMO level (alpha / beta) (eV) = -4.0 / -9.0
- 2S+1 = 2
- energy above the lowest of the compared OMol25 structures with the same formula, charge and spin (kJ/mol) = 131.2

(5)
The following is a DFT calculation (ωB97M-V/def2-TZVPD) of 2 unconnected molecules or ions with the total composition C6H15NO in a non-equilibrium geometry.

```
23
Properties=species:S:1:pos:R:3:lowdin_spin:R:1
C 1.52 0.00 0.38 0.021
C 1.23 1.28 1.11 0.002
C 0.01 2.04 0.64 0.000
C -1.03 2.41 1.38 -0.001
C 0.38 -1.03 0.55 0.081
N -0.63 -1.02 -0.50 0.656
C -1.39 -2.24 -0.67 0.076
H 1.56 0.19 -0.70 -0.001
H 2.50 -0.40 0.61 0.003
H 2.09 1.95 1.07 0.000
H 1.07 1.08 2.18 0.001
H 0.08 2.37 -0.39 0.000
H -1.83 2.98 0.94 0.000
H -1.17 2.15 2.42 0.000
H -0.23 -0.81 1.45 0.049
H 0.79 -2.02 0.70 0.003
H -1.22 -0.18 -0.47 0.015
H -1.12 -2.71 -1.62 0.034
H -1.34 -2.91 0.18 0.015
H -2.45 -2.01 -0.82 0.008
H 0.81 -0.98 -2.99 0.000
H -0.04 0.04 -2.30 0.003
O 0.41 -0.14 -3.13 0.033
```

Results
- HOMO level (alpha / beta) (Eh) = -0.5059 / -0.5058
- frontier orbital gap (alpha / beta) (eV) = 10.63 / 5.54
- calculated total energy (Eh) = -367.2421
- charge = +1
- LUMO level (alpha / beta) (eV) = -3.1 / -8.2
- 2S+1 = 2
- energy above the lowest of the compared OMol25 structures with the same formula, charge and spin (kJ/mol) = 200.1

(6)
The following is a DFT calculation (ωB97M-V/def2-TZVPD) of 2 unconnected molecules or ions with the total composition C6H15NO2 in a non-equilibrium geometry.

```
24
Properties=species:S:1:pos:R:3:lowdin_charge:R:1
C -1.14 1.48 -0.88 -0.083
N -0.50 1.01 0.35 -0.197
C 0.38 2.01 0.97 -0.211
C 1.34 1.21 1.83 -0.169
C 1.58 -0.03 0.99 -0.139
C 0.29 -0.24 0.15 -0.274
C -0.51 -1.46 0.66 -0.187
O -0.60 -2.50 -0.32 -0.087
H -1.90 2.19 -0.57 0.086
H -0.42 1.79 -1.64 0.082
H -1.68 0.60 -1.27 0.077
H -0.23 2.70 1.56 0.113
H 0.88 2.64 0.20 0.116
H 2.26 1.77 1.97 0.110
H 0.84 1.07 2.78 0.110
H 2.38 0.08 0.25 0.108
H 1.94 -0.89 1.55 0.106
H 0.58 -0.26 -0.90 0.131
H -1.49 -1.13 1.01 0.118
H 0.01 -1.92 1.50 0.109
H -1.38 -2.34 -0.87 0.057
O -0.99 -2.96 -3.02 -0.055
H -1.55 -2.19 -3.19 0.040
H -0.09 -2.64 -3.11 0.044
```

Results
- HOMO level (Eh) = -0.3139
- frontier orbital gap (eV) = 9.15
- calculated total energy (Eh) = -442.8066
- LUMO level (eV) = 0.6
- SMILES = CN1CCC[C@H]1CO.O
- energy above the lowest of the compared OMol25 structures with the same formula, charge and spin (kJ/mol) = 195.8

(7)
The following is a DFT calculation (ωB97M-V/def2-TZVPD) of a molecular structure, C6H15NO2Rb in a non-equilibrium geometry.

```
25
Properties=species:S:1:pos:R:3:lowdin_charge:R:1
Rb -0.64 0.90 22.81 1.003
C -5.77 -3.32 24.79 -0.095
O -4.94 -2.29 24.26 -0.223
C -3.78 -2.83 23.53 -0.178
C -2.92 -1.67 23.19 -0.213
N -2.15 -0.93 24.27 -0.183
C -2.99 -0.26 25.32 -0.160
C -2.06 0.50 26.30 -0.227
O -1.06 1.30 25.72 -0.303
C -0.69 2.44 26.53 -0.065
H -5.99 -4.11 24.07 0.087
H -6.70 -2.90 25.16 0.095
H -5.20 -3.78 25.60 0.088
H -4.22 -3.35 22.69 0.135
H -3.19 -3.46 24.20 0.131
H -3.45 -0.85 22.71 0.121
H -2.14 -1.97 22.50 0.110
H -1.60 -1.58 24.81 0.105
H -3.61 -1.06 25.74 0.117
H -3.65 0.52 24.95 0.125
H -1.58 -0.18 27.01 0.126
H -2.56 1.16 27.01 0.120
H -1.56 3.05 26.76 0.094
H -0.03 3.15 26.04 0.091
H -0.22 2.07 27.44 0.100
```

Results
- HOMO level (Eh) = -0.4635
- frontier orbital gap (eV) = 9.24
- calculated total energy (Eh) = -466.6815
- charge = +1
- LUMO level (eV) = -3.4
- energy above the lowest of the compared OMol25 structures with the same formula, charge and spin (kJ/mol) = 91.9

(8)
The following is a DFT calculation (ωB97M-V/def2-TZVPD) of C6H15NO2S in the gas phase in a non-equilibrium geometry.

```
25
Properties=species:S:1:pos:R:3:lowdin_charge:R:1
C 0.36 -1.81 0.06 -0.106
C 0.27 -0.40 -0.43 -0.394
C -0.90 0.45 0.15 -0.545
C -2.26 -0.36 -0.02 -0.030
C -0.68 0.87 1.58 -0.063
C -0.87 1.74 -0.77 -0.051
S 1.88 0.26 0.09 0.555
N 2.85 -0.68 -0.85 -0.081
O 2.09 1.62 -0.28 -0.285
O 2.05 -0.12 1.41 -0.268
H -0.57 -2.25 -0.35 0.087
H 0.47 -1.85 1.11 0.064
H 1.30 -2.36 -0.45 0.128
H 0.26 -0.38 -1.49 0.119
H -2.46 -0.85 -0.93 0.066
H -2.22 -1.08 0.79 0.079
H -3.03 0.41 0.11 0.088
H 0.09 1.60 1.75 0.080
H -0.37 -0.10 2.00 0.074
H -1.71 1.10 2.00 0.118
H 0.05 1.81 -1.33 0.051
H -1.66 1.67 -1.47 0.046
H -1.11 2.77 -0.28 0.126
H 2.49 -0.89 -1.74 0.051
H 3.71 -1.17 -0.67 0.091
```

Results
- HOMO level (Eh) = -0.3726
- frontier orbital gap (eV) = 10.60
- calculated total energy (Eh) = -840.9706
- LUMO level (eV) = 0.5
- SMILES = C[C@@H](C(C)(C)C)S(N)(=O)=O
- energy above the lowest of the compared OMol25 structures with the same formula, charge and spin (kJ/mol) = 224.3

(9)
The following is a DFT calculation (ωB97M-V/def2-TZVPD) of 3 unconnected molecules or ions with the total composition C6H15NO3 in a non-equilibrium geometry.

```
25
Properties=species:S:1:pos:R:3:lowdin_charge:R:1
C 0.37 0.16 3.78 -0.006
C 0.38 0.63 2.55 -0.201
C 0.96 -0.10 1.38 -0.249
C 0.04 -1.19 0.89 -0.209
C -1.30 -0.64 0.36 -0.182
N -1.11 0.00 -0.97 0.050
C -2.16 0.28 -1.77 -0.294
O -1.94 0.76 -2.89 -0.037
H 0.79 -0.80 4.09 0.068
H -0.07 0.67 4.58 0.032
H -0.08 1.64 2.32 0.123
H 1.21 0.55 0.60 0.063
H 1.93 -0.52 1.73 0.132
H 0.57 -1.79 0.09 0.124
H -0.18 -1.90 1.75 0.130
H -2.02 -1.51 0.26 0.132
H -1.69 0.10 1.10 0.115
H -0.13 0.15 -1.30 0.130
H -3.20 0.13 -1.41 0.149
O 0.60 0.76 -3.72 -0.067
H -0.37 0.69 -3.46 0.014
H 0.74 1.61 -4.08 0.035
O 2.10 0.05 -1.61 -0.017
H 2.97 0.06 -1.93 0.022
H 1.59 0.23 -2.35 -0.059
```

Results
- HOMO level (Eh) = -0.3597
- frontier orbital gap (eV) = 10.72
- calculated total energy (Eh) = -518.0705
- LUMO level (eV) = 0.9
- SMILES = C=CCCCNC=O.O.O
- energy above the lowest of the compared OMol25 structures with the same formula, charge and spin (kJ/mol) = 130.5

(10)
The following is a DFT calculation (ωB97M-V/def2-TZVPD) of a molecular structure, C6H15NO3 in a non-equilibrium geometry.

```
25
Properties=species:S:1:pos:R:3:lowdin_charge:R:1
C -1.83 1.12 -0.24 -0.407
C -1.36 1.22 -1.66 -0.052
C -2.06 2.27 0.53 -0.069
C -2.32 -0.22 0.22 -0.046
O 0.16 1.08 0.69 -0.224
H 0.39 0.30 1.21 0.001
H -3.25 -0.44 -0.32 0.095
H -0.73 0.38 -1.92 0.071
H -2.24 1.21 -2.31 0.095
H -0.81 2.14 -1.83 0.089
H -0.70 1.91 1.04 0.131
H -2.75 2.21 1.36 0.070
H -1.99 3.23 0.04 0.070
H -2.54 -0.22 1.29 0.088
H -1.59 -1.00 0.03 0.079
C 1.98 -0.81 -1.24 -0.042
C 2.25 -1.81 0.89 -0.626
N 3.14 -2.42 1.70 0.182
O 2.84 -1.41 -0.26 -0.037
O 1.06 -1.69 1.13 0.058
H 2.84 -2.70 2.62 0.112
H 4.13 -2.38 1.49 0.108
H 1.21 -1.51 -1.54 0.095
H 1.53 0.10 -0.85 0.065
H 2.63 -0.57 -2.08 0.092
```

Results
- HOMO level (Eh) = -0.3081
- frontier orbital gap (eV) = 9.25
- calculated total energy (Eh) = -518.0240
- LUMO level (eV) = 0.9
- energy above the lowest of the compared OMol25 structures with the same formula, charge and spin (kJ/mol) = 252.5